The following is a quantum chemistry calculation of 2 unconnected molecules or ions with the total composition C5H14NO2, from the Open Molecules 2025 dataset.

The total charge is +1. For the HOMO energy, the calculation gives -14.71 eV. The energy above the lowest of the compared OMol25 structures with the same formula, charge and spin is 1.813 eV.

Element x y z (Å)
C (1.55, -1.05, 0.97)
O (1.57, 0.31, 1.41)
C (0.35, -1.79, 1.50)
C (-0.99, -1.09, 1.18)
C (-1.13, -0.51, -0.20)
C (-1.14, 1.90, -0.56)
N (-0.53, 0.84, -0.26)
H (1.65, -1.07, -0.12)
H (2.49, -1.53, 1.25)
H (1.91, 0.33, 2.33)
H (0.45, -1.98, 2.56)
H (0.29, -2.79, 1.12)
H (-1.82, -1.73, 1.52)
H (-1.11, -0.30, 1.94)
H (-0.70, -1.07, -1.01)
H (-2.18, -0.42, -0.45)
H (-0.57, 2.81, -0.65)
H (-2.19, 1.88, -0.81)
H (0.43, 0.88, 0.10)
H (0.01, 1.48, -4.40)
H (0.18, 0.28, -3.40)
O (0.11, 1.23, -3.47)

***

The following is a quantum chemistry calculation of 11 unconnected molecules or ions with the total composition C27H39FN11O4PS, from the Open Molecules 2025 dataset.

For the HOMO energy, the calculation gives -7.64 eV.

Element x y z (Å)
O (0.11, 1.78, 2.09)
C (-0.19, 0.53, 1.96)
F (-1.31, 0.08, 2.70)
C (0.66, -0.37, 0.96)
C (1.47, -1.53, 1.67)
P (0.59, -3.14, 2.14)
S (-1.34, -3.00, 2.22)
C (2.50, -1.19, 2.83)
O (3.58, -0.58, 2.07)
C (3.71, -1.43, 0.94)
O (4.79, -1.59, 0.42)
O (2.45, -1.97, 0.66)
H (0.04, -0.73, 0.06)
H (1.43, 0.33, 0.52)
H (0.90, -4.23, 1.25)
H (1.13, -3.54, 3.42)
H (1.95, -0.41, 3.44)
H (2.83, -2.13, 3.34)
C (-4.62, -1.76, -0.16)
C (-4.16, -3.15, -0.47)
N (-3.77, -4.22, -0.69)
H (-4.72, -1.20, -1.09)
H (-5.58, -1.79, 0.34)
H (-3.88, -1.27, 0.47)
C (7.39, -3.06, -1.38)
C (7.91, -4.43, -1.66)
N (8.31, -5.49, -1.87)
H (7.25, -2.52, -2.32)
H (6.44, -3.12, -0.86)
H (8.11, -2.51, -0.76)
C (-4.86, 1.69, 2.44)
C (-5.11, 1.22, 1.05)
N (-5.29, 0.85, -0.03)
H (-4.52, 2.72, 2.42)
H (-5.78, 1.63, 3.02)
H (-4.10, 1.07, 2.92)
C (-1.49, 4.76, -0.42)
C (-0.85, 3.78, 0.51)
N (-0.34, 3.02, 1.23)
H (-2.45, 5.08, -0.02)
H (-0.84, 5.63, -0.53)
H (-1.64, 4.30, -1.40)
C (2.51, 3.69, -1.02)
C (2.13, 3.51, -2.45)
N (1.83, 3.36, -3.56)
H (3.06, 4.62, -0.91)
H (1.62, 3.72, -0.40)
H (3.14, 2.86, -0.70)
C (9.22, -8.77, -1.28)
C (9.96, -9.59, -0.28)
N (10.54, -10.23, 0.49)
H (8.16, -8.98, -1.21)
H (9.39, -7.71, -1.09)
H (9.57, -9.01, -2.28)
C (-3.31, 4.27, 5.22)
C (-3.27, 4.33, 3.73)
N (-3.23, 4.37, 2.58)
H (-3.89, 3.40, 5.54)
H (-2.30, 4.20, 5.62)
H (-3.78, 5.17, 5.61)
C (4.93, 0.54, -2.80)
C (3.72, 0.16, -2.01)
N (2.78, -0.13, -1.40)
H (5.09, -0.19, -3.59)
H (4.79, 1.52, -3.24)
H (5.80, 0.56, -2.14)
C (-5.96, 6.17, 0.79)
C (-5.01, 6.83, -0.15)
N (-4.27, 7.34, -0.87)
H (-6.89, 6.75, 0.84)
H (-6.19, 5.17, 0.44)
H (-5.52, 6.12, 1.78)
C (-7.34, -0.68, -3.28)
C (-7.69, -1.62, -2.18)
N (-7.97, -2.36, -1.32)
H (-7.20, -1.23, -4.21)
H (-8.15, 0.04, -3.41)
H (-6.42, -0.15, -3.04)
C (-1.06, -1.38, -3.24)
C (-1.14, -0.35, -2.16)
N (-1.20, 0.44, -1.33)
H (-1.51, -2.31, -2.89)
H (-1.60, -1.03, -4.12)
H (-0.02, -1.55, -3.51)

***

The following is a quantum chemistry calculation of 9 unconnected molecules or ions with the total composition C4H29N3O8, from the Open Molecules 2025 dataset.

Its SMILES is C[C@@H](N)CNCN.O.O.O.O.O.O.O.O. For the HOMO energy, the calculation gives -8.83 eV. The energy above the lowest of the compared OMol25 structures with the same formula, charge and spin is 2.408 eV.

Element x y z (Å)
C (-0.39, -0.84, -0.55)
N (-1.27, -1.48, 0.41)
C (-2.36, -0.63, 0.97)
N (-3.31, 0.10, 0.10)
C (0.86, -1.76, -0.78)
C (0.73, -2.84, -1.93)
N (2.04, -1.05, -1.20)
H (-0.41, 0.20, -0.28)
H (-0.77, -0.82, -1.55)
H (-1.57, -2.42, 0.22)
H (-1.67, -0.02, 1.55)
H (-2.84, -1.22, 1.81)
H (-2.84, 0.40, -0.76)
H (-4.02, -0.46, -0.31)
H (1.14, -2.30, 0.20)
H (0.89, -2.31, -2.98)
H (1.46, -3.63, -1.85)
H (-0.28, -3.26, -1.91)
H (2.77, -0.92, -0.55)
H (2.25, -1.23, -2.15)
H (2.77, 0.32, 1.85)
H (2.53, 1.96, 1.89)
O (3.17, 1.20, 1.73)
H (-0.23, 3.66, -0.90)
H (0.43, 2.58, -1.62)
O (-0.39, 2.79, -1.23)
H (-3.39, 2.48, 0.91)
H (-1.96, 2.67, 0.56)
O (-2.54, 2.86, 1.24)
H (0.66, -0.36, 3.41)
H (0.08, -0.75, 1.88)
O (0.77, -0.85, 2.52)
H (1.16, -3.05, 2.02)
H (0.42, -3.67, 0.96)
O (1.23, -3.87, 1.47)
H (1.36, 4.01, 1.58)
H (0.67, 2.66, 1.08)
O (1.01, 3.18, 1.85)
H (2.16, 1.05, -0.11)
H (3.06, 2.08, -0.64)
O (2.12, 1.80, -0.72)
H (-1.95, 1.95, -3.16)
H (-1.56, 0.77, -2.10)
O (-2.00, 1.02, -2.92)

***

Calculated values (eV) of orbital gap for the records, taken in order: 10.485; 7.733; 9.049.